Density functional theory data (ωB97M-V/def2-TZVPD) for a cluster of 4 separate species, C40H44F2N2O19S in total at a distorted geometry.

Atoms and positions in Å:
C (-2.50965, 3.11942, 3.73950)
N (-1.01634, 2.73001, 3.72446)
C (-0.80577, 1.63736, 2.74274)
C (0.50454, 1.46536, 1.82580)
C (0.34256, -0.16503, 1.46303)
C (-1.06979, -0.65079, 0.85441)
C (-0.75982, -1.70006, -0.41311)
C (-0.32491, -3.18436, 0.22547)
O (-1.19451, -4.19157, 0.41165)
O (1.10520, -3.39395, 0.58678)
C (2.01383, 1.85618, 2.45082)
C (3.13561, 0.67450, 2.47813)
C (3.02218, -0.84838, 2.89029)
C (4.52757, -1.41099, 3.35917)
O (5.19665, -1.81095, 2.07712)
N (1.83113, 2.24644, 3.84254)
C (1.67667, 1.26971, 4.94287)
O (2.69995, 1.23175, 5.84784)
F (0.56613, 0.35343, 5.27098)
C (2.24253, 3.49068, 4.45967)
O (1.29012, 4.36742, 4.89089)
F (3.62878, 3.90690, 4.90243)
C (2.80872, 2.95967, 1.45970)
C (4.12631, 3.70477, 1.82250)
C (5.56147, 2.77546, 2.29160)
C (7.04490, 3.35642, 1.59320)
O (6.26466, 1.97733, 1.14285)
C (1.82309, 4.13944, 0.81221)
O (2.59788, 5.19003, 0.06002)
C (0.90997, 5.02702, 1.78085)
C (0.20693, 6.27029, 0.89394)
O (0.55783, 7.54434, 1.18799)
O (-0.81311, 6.04643, -0.15203)
C (-0.28656, 6.36822, -1.49386)
C (-0.35118, 5.26700, -2.75133)
O (0.24557, 7.57078, -1.83783)
O (1.06520, 3.56961, -0.29888)
S (0.23252, 2.16048, 0.06568)
O (0.72458, 1.15550, -1.05292)
O (-1.22855, 2.48945, -0.30336)
H (-2.83930, 3.58389, 2.71045)
H (-2.64941, 3.86699, 4.63877)
H (-3.12954, 2.13416, 3.93208)
H (-0.83085, 2.47152, 4.72259)
H (-1.78214, 1.72562, 2.05146)
H (-1.07494, 0.64507, 3.36112)
H (1.20537, -0.57848, 0.79929)
H (0.37937, -0.69808, 2.53331)
H (-1.64987, -1.34922, 1.63446)
H (-1.85075, 0.15615, 0.55278)
H (0.15061, -1.37650, -1.06884)
H (-1.74239, -1.81307, -1.04188)
H (1.16750, -3.46551, 1.58448)
H (3.87728, 1.04202, 3.35356)
H (3.87678, 0.67488, 1.53603)
H (2.29112, -1.16330, 3.74829)
H (2.74716, -1.55492, 1.96706)
H (4.43176, -2.40200, 3.97938)
H (5.14739, -0.61998, 3.95636)
H (4.99871, -2.79301, 1.88418)
H (3.03751, 2.31689, 0.47050)
H (4.10998, 4.65966, 2.51292)
H (4.67399, 4.07348, 0.82116)
H (5.61790, 2.33868, 3.46982)
H (8.04214, 2.95063, 2.06289)
H (6.93023, 4.23702, 0.83153)
H (2.92464, 5.90113, 0.68035)
H (1.51545, 5.57442, 2.61243)
H (-0.01699, 4.42201, 2.11912)
H (0.61438, 4.58412, -2.79853)
H (-1.30463, 4.57491, -2.68989)
H (-0.42940, 5.88828, -3.76220)
C (-3.89958, -2.14860, -5.46563)
C (-3.69622, -1.88364, -4.17150)
C (-2.64264, -0.94485, -3.73811)
O (-2.45450, -0.70327, -2.55373)
C (-1.82403, -0.30934, -4.78968)
C (-2.02738, -0.57430, -6.08381)
C (-3.08097, -1.51309, -6.51720)
O (-3.26911, -1.75467, -7.70158)
H (-4.66754, -2.83517, -5.80047)
H (-4.28872, -2.34112, -3.38824)
H (-1.05607, 0.37723, -4.45484)
H (-1.43489, -0.11682, -6.86706)
C (-2.33390, -5.61830, -9.92821)
C (-2.51189, -4.89760, -8.81679)
C (-1.76431, -5.19938, -7.58016)
O (-1.92806, -4.54152, -6.56187)
C (-0.81179, -6.32674, -7.61975)
C (-0.63380, -7.04744, -8.73117)
C (-1.38139, -6.74566, -9.96780)
O (-1.21764, -7.40351, -10.98609)
H (-2.87469, -5.41074, -10.84348)
H (-3.20629, -4.06717, -8.77194)
H (-0.27101, -6.53430, -6.70448)
H (0.06060, -7.87787, -8.77602)
C (-4.15612, -3.80318, 5.11860)
C (-5.37528, -4.28831, 4.86440)
C (-5.71057, -4.86652, 3.54817)
O (-6.82677, -5.30897, 3.31398)
C (-4.64656, -4.88931, 2.52486)
C (-3.42740, -4.40417, 2.77905)
C (-3.09211, -3.82596, 4.09529)
O (-1.97591, -3.38351, 4.32947)
H (-3.89388, -3.37501, 6.07836)
H (-6.16630, -4.27952, 5.60469)
H (-4.90880, -5.31748, 1.56509)
H (-2.63638, -4.41296, 2.03876)

Output
Gap between HOMO and LUMO = 7.7947 eV
Spin multiplicity = 1
Highest occupied orbital energy = -9.8 eV
LUMO energy = -2.0 eV
Energy = -100320.7770 eV
SMILES string = CNC[C@]1(CCCC(=O)O)[C@](CCCO)(N(C(=O)F)C(=O)F)[C@H](C[C@@H]2CO2)[C@](O)(CC(=O)OC(C)=O)OS1(=O)=O.O=C1C=CC(=O)C=C1.O=C1C=CC(=O)C=C1.O=C1C=CC(=O)C=C1